This record from the Open Molecules 2025 dataset describes C11H12Cl2Ir as an isolated structure in a non-equilibrium geometry. The level of theory is ωB97M-V/def2-TZVPD.

CARTESIAN COORDINATES (ANGSTROEM)
Ir1 0.11491 0.26864 -0.09741
Cl1 1.54397 1.23437 1.44912
Cl2 -1.25512 2.84695 1.08578
C1 1.53670 1.11480 -1.67465
C2 1.12357 -1.44920 1.92802
C3 0.92043 -0.10878 -2.06100
C4 -1.44258 1.10049 0.88379
C5 0.51029 2.06834 -1.41183
C6 -0.75172 1.45512 -1.69352
C7 -0.21704 -1.48137 2.35231
C8 -0.24293 -1.72504 0.04807
C9 -0.51108 0.10397 -2.09307
C10 -1.06536 -1.62357 1.24122
C11 1.15721 -1.54652 0.48995
H1 -1.57644 0.70492 1.89530
H2 1.99895 -1.42465 2.57445
H3 -0.51387 -2.17284 -0.89965
H4 -2.37245 0.96974 0.31623
H5 -1.72886 1.90928 -1.60751
H6 2.59559 1.27507 -1.52604
H7 -1.26836 -0.62377 -2.35052
H8 0.66389 3.07555 -1.05723
H9 1.42706 -1.03909 -2.28288
H10 -2.15178 -1.71385 1.22560
H11 -0.52964 -1.47995 3.39388
H12 2.03464 -1.73862 -0.12841

Summary:
2S+1: 5
ΔE to the lowest compared entry with this formula, charge and spin: 27.1 kcal per mole
total charge: -1

Atom charges from the Löwdin analysis, given in e for atoms 1 to 2:
1. Ir 1.164
2. Cl 0.018

---

This record from the Open Molecules 2025 dataset describes C4H12BF5KO2 as an isolated structure in a non-equilibrium geometry. The level of theory is ωB97M-V/def2-TZVPD.

CARTESIAN COORDINATES (ANGSTROEM)
K1 -12.18790 17.18152 -16.13163
F1 -7.89584 17.86642 -17.30084
F2 -9.71807 16.82915 -18.34548
F3 -10.07198 18.26047 -16.56127
F4 -9.13532 16.28715 -16.18264
F5 -12.42948 16.44701 -13.46879
O1 -13.99597 19.32286 -15.25030
O2 -14.04424 15.25165 -16.26100
C1 -14.68960 19.83298 -16.41290
C2 -15.16597 14.74348 -16.92287
C3 -16.46792 15.16350 -16.23821
C4 -13.62643 20.33854 -17.37839
B1 -9.16274 17.32386 -17.15663
H1 -13.10422 21.16897 -16.89661
H2 -14.07037 20.07167 -14.65077
H3 -12.88218 19.55686 -17.50124
H4 -16.44954 16.25972 -16.22251
H5 -15.35388 20.65962 -16.14693
H6 -17.35938 14.84380 -16.77138
H7 -15.29648 19.02781 -16.82929
H8 -15.19837 13.64447 -16.97326
H9 -13.98135 20.70923 -18.34096
H10 -13.94323 14.79728 -15.41078
H11 -16.43334 14.81240 -15.20683
H12 -15.18301 15.07971 -17.96031

Summary:
total energy: -39035.5479 eV
total charge: -1

Atom charges from the Löwdin analysis, given in e for atoms 1 to 2:
1. K 0.896
2. F 0.120

---

This record from the Open Molecules 2025 dataset describes C26H26IrN4O3Se4 as an isolated structure. The level of theory is ωB97M-V/def2-TZVPD.

CARTESIAN COORDINATES (ANGSTROEM)
Ir1 0.40192 -0.29044 0.23849
Se1 1.27964 -3.19311 2.46791
Se2 -0.49203 -0.38724 4.91321
Se3 -2.09808 -1.27066 3.78046
Se4 2.09407 -1.24859 1.72284
O1 -0.80650 -0.64543 -4.06551
O2 -1.08074 3.10663 1.86243
O3 0.29229 -2.20970 -0.63431
N1 0.78484 -0.23609 -2.51986
N2 -1.03695 0.80423 -0.82815
N3 0.25801 1.42003 1.25818
N4 -1.48847 -3.63192 -0.33420
C1 2.41381 2.32604 2.10924
C2 -2.57839 1.15967 -2.59302
C3 0.38488 -1.26608 -4.62041
C4 -2.46196 -2.61754 0.01523
C5 1.50457 -0.93300 -3.60895
C6 3.22943 2.67192 3.18305
C7 2.35029 -3.33223 -3.73248
C8 3.90828 -4.17318 -2.10284
C9 3.90837 -2.93178 -1.47677
C10 3.13410 -1.90252 -1.97901
C11 -1.42600 0.58081 -2.08456
C12 -0.42447 -0.15147 -2.88385
C13 2.33052 -2.09777 -3.09933
C14 -2.77443 2.41767 -0.55466
C15 0.10148 3.24087 2.72130
C16 3.13684 -4.36697 -3.23558
C17 4.55697 3.00359 2.97306
C18 -3.27903 2.05859 -1.79796
C19 -1.63673 1.76906 -0.11264
C20 4.27365 2.63222 0.61831
C21 5.08312 2.98010 1.68758
C22 -0.82622 2.09025 1.06765
C23 2.93914 2.30728 0.82582
C24 -0.23291 -3.33003 -0.61551
C25 -1.91366 -5.02754 -0.41711
C26 0.97516 2.00071 2.40014
H1 0.17843 -2.32962 -4.71189
H2 -3.11049 -2.99958 0.80093
H3 2.31366 2.03613 -0.01847
H4 -2.88466 0.93677 -3.60472
H5 4.50649 -2.76844 -0.59053
H6 0.37935 -4.18663 -0.91602
H7 3.14388 -5.32245 -3.74240
H8 -3.07451 -2.34764 -0.84912
H9 0.55061 -0.83719 -5.60509
H10 2.19638 -0.20660 -4.04455
H11 -0.24440 3.28371 3.75046
H12 -1.94658 -1.73279 0.38593
H13 0.58979 4.17354 2.44512
H14 -2.91232 -5.11097 0.00158
H15 -4.18076 2.52295 -2.17192
H16 5.18418 3.27033 3.81243
H17 -1.24542 -5.66255 0.16223
H18 0.93121 1.26570 3.20996
H19 -1.94292 -5.37362 -1.45018
H20 -3.22914 3.18646 0.05240
H21 3.12672 -0.94259 -1.47709
H22 4.67903 2.60960 -0.38414
H23 1.76818 -3.51375 -4.62653
H24 6.12285 3.22699 1.52373
H25 4.51544 -4.97933 -1.71470
H26 2.82887 2.67011 4.19040

Summary:
2S+1: 5
ΔE to the lowest compared entry with this formula, charge and spin: 33.4 kcal per mole
total charge: +1

Atom charges from the Löwdin analysis, given in e for atoms 1 to 2:
1. Ir 0.945
2. Se 0.025

---

This record from the Open Molecules 2025 dataset describes one molecule with the formula C3H6N4O in a non-equilibrium geometry. The level of theory is ωB97M-V/def2-TZVPD.

CARTESIAN COORDINATES (ANGSTROEM)
O1 4.35549 -0.62838 -0.42414
N1 -1.36166 0.15975 -0.37578
N2 0.88256 -0.52673 0.17970
N3 3.25175 -0.06374 0.19803
N4 0.33586 1.66015 -0.34550
C1 -0.13313 0.36445 -0.22217
C2 2.08169 -0.37613 0.07697
C3 -2.02632 -1.08970 -0.19536
H1 -1.54107 -1.73968 0.53908
H2 4.95736 -0.88727 0.28893
H3 1.30778 1.78013 -0.58524
H4 -0.30616 2.31144 -0.76335
H5 -3.04575 -0.86120 0.11862
H6 -2.07682 -1.61310 -1.15537

Summary:
ΔE to the lowest compared entry with this formula, charge and spin: 87.6 kcal per mole
total charge: 0
SMILES: C/N=C(/N)N=C=NO

Atom charges from the Löwdin analysis, given in e for atoms 1 to 2:
1. O -0.029
2. N 0.012

---

This record from the Open Molecules 2025 dataset describes C2H3OSm as an isolated structure in a non-equilibrium geometry. The level of theory is ωB97M-V/def2-TZVPD.

CARTESIAN COORDINATES (ANGSTROEM)
Sm1 -1.43655 -1.35609 2.18384
O1 -0.09947 -1.04260 0.20114
C1 0.81781 0.04873 0.14417
C2 0.28636 1.01702 -0.58061
H1 0.75165 1.50114 -1.43937
H2 0.20856 -1.83410 -0.27028
H3 -0.52835 1.66590 -0.23889

Summary:
2S+1: 7
ΔE to the lowest compared entry with this formula, charge and spin: 0.0 kcal per mole
total charge: +3

Atom charges from the Löwdin analysis, given in e for atoms 1 to 2:
1. Sm 1.998
2. O -0.164

---

This record from the Open Molecules 2025 dataset describes one molecule with the formula C5H7NOS2 in a non-equilibrium geometry. The level of theory is ωB97M-V/def2-TZVPD.

CARTESIAN COORDINATES (ANGSTROEM)
S1 -2.19790 -1.77999 0.52133
S2 0.89811 -1.97781 0.25175
O1 -1.37757 1.64883 0.41980
N1 0.62834 0.69865 -0.00382
C1 -0.93098 -2.91067 0.17723
C2 1.42178 -0.40202 -0.10420
C3 -0.75465 0.71301 0.03150
C4 -1.55575 -0.45881 -0.62968
C5 1.37936 2.02590 0.24021
H1 1.71197 2.24654 1.27898
H2 0.63193 2.85876 0.11209
H3 -0.84120 -3.63424 1.01870
H4 2.34031 2.27948 -0.25256
H5 2.26295 -0.18164 -0.61001
H6 -1.09034 -1.15006 -1.37485
H7 -2.52637 0.02407 -1.07647

Summary:
ΔE to the lowest compared entry with this formula, charge and spin: 90.4 kcal per mole
total charge: 0

Atom charges from the Löwdin analysis, given in e for atoms 1 to 2:
1. S 0.751
2. S 0.833

---

- Among the records above, which one has the highest total charge?
  C2H3OSm